No. 1
# C21H14F2N4O2

An isolated molecule of C21H14F2N4O2 in a non-equilibrium geometry (ωB97M-V/def2-TZVPD, OMol25).

Last column: natural (NBO) charge in e.
CARTESIAN COORDINATES (ANGSTROEM)
N 0.68 3.28 0.74  -0.8052
C 0.28 2.16 1.36  0.4041
C 0.09 0.92 0.87  -0.3409
C 0.05 0.58 -0.54  0.5328
O -0.40 1.39 -1.35  -0.5752
C 0.63 -0.68 -1.00  -0.0693
C 1.51 -1.41 -0.18  -0.1904
C 2.10 -2.58 -0.64  -0.2154
C 1.79 -3.14 -1.84  -0.2163
C 0.85 -2.48 -2.66  0.2649
O 0.64 -2.91 -4.03  -0.4923
C -0.65 -3.42 -4.28  0.2718
C -0.94 -3.82 -5.63  -0.2263
C -2.17 -4.19 -5.94  -0.2308
C -3.16 -4.45 -4.91  0.0305
N -2.88 -4.07 -3.69  -0.3983
C -1.66 -3.57 -3.34  -0.0827
C 0.31 -1.20 -2.31  -0.2098
C -0.27 0.09 1.99  0.0068
N -0.27 0.77 3.09  -0.2555
N 0.14 2.01 2.77  -0.2245
C 0.37 3.01 3.70  0.0503
C -0.74 3.22 4.56  -0.1568
C -0.74 4.17 5.53  -0.2783
C 0.43 4.88 5.75  0.4150
F 0.35 6.00 6.54  -0.3227
C 1.58 4.69 4.93  -0.3339
C 1.62 3.74 3.88  0.4066
F 2.79 3.72 3.11  -0.3128
H 0.68 3.19 -0.29  0.4268
H 0.26 4.17 1.11  0.4020
H 1.82 -1.09 0.81  0.2286
H 2.61 -3.14 0.04  0.2132
H 1.94 -4.23 -2.15  0.2389
H -0.08 -3.61 -6.30  0.2329
H -2.37 -4.49 -6.94  0.2128
H -3.97 -5.07 -5.10  0.1932
H -1.55 -3.37 -2.28  0.2119
H -0.37 -0.57 -2.85  0.2539
H -0.43 -1.00 2.02  0.2206
H -1.74 2.74 4.34  0.2457
H -1.59 4.45 6.00  0.2278
H 2.44 5.31 5.12  0.2464

Calculated values
Calculated total energy: -37491.507 eV
Gap between HOMO and LUMO: 8.564 eV
F_max: 4.4 eV/Å
HOMO: -0.320 Eh

***

No. 2
# C21H15BF4N5O3W

A structure of composition C21H15BF4N5O3W in a non-equilibrium geometry (ωB97M-V/def2-TZVPD, OMol25).

Last column: natural (NBO) charge in e.
CARTESIAN COORDINATES (ANGSTROEM)
W -0.33 -1.24 -0.25  2.0892
C -3.52 -1.97 -0.16  -0.2549
O -2.48 -0.97 -0.17  -0.5387
C -2.92 0.35 0.00  0.2812
C -4.22 0.75 0.23  -0.2555
C -4.48 2.11 0.38  -0.1536
C -3.47 3.04 0.30  -0.1969
C -2.16 2.64 0.08  -0.1847
C -1.88 1.28 -0.05  0.1281
N -0.58 0.75 -0.20  -0.3903
N 0.35 1.71 -0.10  -0.1418
C 1.64 1.50 -0.27  0.1162
C 2.21 0.21 -0.55  0.3368
O 1.38 -0.83 -0.53  -0.6199
C 3.57 0.07 -0.85  -0.2716
C 4.39 1.18 -0.88  -0.0345
C 3.90 2.46 -0.55  -0.1264
C 4.75 3.58 -0.53  -0.1364
C 4.28 4.81 -0.14  -0.1936
C 2.94 4.97 0.23  -0.1502
C 2.08 3.89 0.19  -0.1988
C 2.53 2.63 -0.21  0.0508
H -4.23 -1.77 -0.97  0.2158
H -4.03 -1.96 0.81  0.2180
H -3.05 -2.94 -0.33  0.2433
H -5.03 0.05 0.29  0.2441
H -5.50 2.42 0.57  0.2389
H -3.69 4.09 0.42  0.2379
H -1.35 3.35 0.01  0.2421
H 3.94 -0.92 -1.06  0.2429
H 5.43 1.07 -1.14  0.2397
H 5.79 3.46 -0.80  0.2282
H 4.94 5.67 -0.13  0.2367
H 2.59 5.93 0.56  0.2342
H 1.05 4.00 0.47  0.2294
N 0.89 -3.38 -0.05  -0.8493
C -0.28 -3.86 -0.76  0.5801
O -1.00 -2.86 -1.18  -0.6873
C -0.61 -5.18 -0.93  -0.3633
C -1.78 -5.50 -1.65  0.2607
N -2.75 -5.70 -2.23  -0.2471
C 0.16 -6.21 -0.34  0.2466
N 0.78 -7.01 0.19  -0.2406
H 1.75 -3.49 -0.60  0.4212
H 1.04 -3.89 0.83  0.4433
F 0.74 -1.53 2.10  -0.5388
B -0.60 -1.66 2.52  1.3356
F -1.17 -2.60 1.52  -0.5383
F -1.21 -0.46 2.14  -0.5423
F -0.79 -2.06 3.75  -0.4865

Calculated values
Calculated total energy: -48982.721 eV
Gap between HOMO and LUMO (alpha / beta): 6.372 / 6.096 eV
2S+1: 3
Charge: +1
F_max: 3.8 eV/Å
HOMO (alpha / beta): -0.431 / -0.442 Eh

***

No. 3
# C21H15BrN2O5

An isolated molecule of C21H15BrN2O5 in a non-equilibrium geometry (ωB97M-V/def2-TZVPD, OMol25).

Last column: natural (NBO) charge in e.
CARTESIAN COORDINATES (ANGSTROEM)
O -2.72 -1.79 1.34  -0.5743
C -3.34 -0.94 0.75  0.7554
C -4.79 -0.91 0.63  -0.3140
C -5.47 0.03 -0.06  -0.1289
C -6.89 0.07 -0.20  0.1951
C -7.90 -0.74 0.27  -0.2450
C -9.11 -0.19 -0.19  -0.3157
C -8.76 0.92 -0.92  0.1171
O -7.43 1.08 -0.93  -0.3796
O -2.76 0.13 0.15  -0.5233
C -1.39 0.30 0.11  0.3803
C -0.94 1.61 0.16  -0.3080
C 0.42 1.85 0.07  -0.0447
Br 1.05 3.65 0.15  0.0543
C 1.33 0.83 -0.05  -0.2673
C 0.88 -0.49 -0.09  0.0308
C 1.83 -1.58 -0.20  0.0028
N 3.07 -1.32 -0.28  -0.1968
N 3.98 -2.28 -0.36  -0.4243
C 5.32 -2.01 -0.41  0.6718
O 6.12 -2.89 -0.60  -0.5732
C 5.66 -0.57 -0.26  -0.2364
C 6.44 0.05 -1.23  -0.1361
C 6.75 1.40 -1.14  -0.2505
C 6.27 2.14 -0.07  -0.1704
C 5.52 1.53 0.92  -0.3229
C 5.21 0.17 0.84  0.4206
O 4.51 -0.46 1.82  -0.6762
C -0.49 -0.75 -0.02  -0.2917
H -5.29 -1.72 1.13  0.2219
H -4.93 0.82 -0.56  0.2367
H -7.79 -1.62 0.88  0.2289
H -10.10 -0.55 -0.02  0.2337
H -9.34 1.64 -1.45  0.2074
H -1.65 2.42 0.26  0.2381
H 2.39 1.02 -0.11  0.2465
H 1.43 -2.60 -0.19  0.1625
H 3.70 -3.27 -0.39  0.3783
H 6.80 -0.54 -2.06  0.2262
H 7.35 1.87 -1.90  0.2173
H 6.49 3.19 0.00  0.2167
H 5.16 2.10 1.76  0.2094
H 4.27 0.18 2.51  0.4855
H -0.85 -1.77 -0.05  0.2417

Calculated values
Calculated total energy: -105279.230 eV
Gap between HOMO and LUMO: 8.155 eV
F_max: 1.4 eV/Å
HOMO: -0.314 Eh

***

No. 4
# C21H15Cl5N7O5Ti

A structure of composition C21H15Cl5N7O5Ti (ωB97M-V/def2-TZVPD, OMol25).

Last column: natural (NBO) charge in e.
CARTESIAN COORDINATES (ANGSTROEM)
Ti 0.35 -0.18 -1.10  1.6836
O 0.03 -1.53 -2.25  -0.6502
C -0.79 -2.60 -2.14  0.4071
C -1.36 -3.13 -3.29  -0.2760
C -2.21 -4.22 -3.18  -0.1420
C -2.47 -4.81 -1.94  -0.2301
C -1.87 -4.31 -0.81  -0.1287
C -1.02 -3.19 -0.89  -0.2266
C -0.27 -2.79 0.28  0.2020
N 0.46 -1.73 0.28  -0.3196
N 1.26 -1.47 1.39  -0.3576
C 2.05 -0.51 1.06  0.5537
O 2.02 0.02 -0.15  -0.7154
C 3.00 0.07 2.02  -0.0875
C 2.98 -0.32 3.36  -0.1819
C 3.85 0.27 4.26  -0.2085
C 4.75 1.24 3.84  -0.1820
C 4.78 1.63 2.50  -0.2190
C 3.90 1.04 1.60  -0.2020
H -1.15 -2.67 -4.25  0.2412
H -2.67 -4.63 -4.07  0.2309
H -3.13 -5.66 -1.87  0.2332
H -2.03 -4.77 0.16  0.2241
H -0.27 -3.41 1.17  0.2230
H 2.29 -1.09 3.68  0.2395
H 3.84 -0.04 5.30  0.2284
H 5.43 1.69 4.54  0.2269
H 5.49 2.37 2.17  0.2227
H 3.93 1.32 0.55  0.2245
Cl -6.95 0.91 -1.30  0.0910
C -5.27 0.71 -1.01  -0.0954
C -4.82 0.33 0.25  -0.0558
Cl -5.93 0.08 1.53  0.0895
C -3.45 0.15 0.48  -0.1283
Cl -2.85 -0.31 2.02  0.0565
C -2.54 0.35 -0.55  0.3311
O -1.24 0.18 -0.33  -0.6915
C -3.00 0.73 -1.81  -0.1211
Cl -1.84 0.96 -3.06  0.1001
C -4.36 0.91 -2.05  -0.0655
Cl -4.89 1.38 -3.61  0.0898
N 0.23 1.96 1.53  -0.6245
N 0.82 3.12 1.02  -0.3960
C 1.26 3.17 -0.24  0.6522
N 2.04 4.19 -0.59  -0.7507
N 0.82 2.19 -1.08  -0.4293
N 1.51 2.00 -2.22  0.6503
O 1.30 0.83 -2.66  -0.4234
O 2.21 2.78 -2.80  -0.3214
H -0.74 2.13 1.76  0.3816
H 0.75 1.65 2.34  0.3855
H 1.05 3.88 1.64  0.3923
H 2.38 4.83 0.11  0.4184
H 2.32 4.30 -1.55  0.4510

Calculated values
Calculated total energy: -128411.335 eV
Gap between HOMO and LUMO: 7.419 eV
Charge: +1
F_max: 0.9 eV/Å
HOMO: -0.413 Eh

***

Q: F_max of number 1 (C21H14F2N4O2)?
A: 4.4 eV/Å

***

Q: Among the records above, which one has the highest calculated total energy?
A: C21H14F2N4O2